# 1
DFT (ωB97M-V with the def2-TZVPD basis set) results for C21H9Cl5N2OPdS4 as an isolated structure.

The HOMO energy comes out at -0.29569 Ha. Its spin multiplicity is 1. The calculation puts the HOMO-LUMO gap at 6.08 eV. As for the total charge: 0. As for the molar mass: 717.3 g/mol. Its total energy is -5011.9650 a.u. For the energy above the lowest of the compared OMol25 structures with the same formula, charge and spin, the calculation gives 123.39 kJ/mol.

Element x y z (Å)
1 Pd 0.202 0.359 -0.798
2 Cl 2.059 -1.947 0.741
3 C 2.153 -0.350 1.410
4 C 1.533 0.712 0.759
5 C 1.622 1.971 1.337
6 Cl 0.815 3.323 0.613
7 C 2.282 2.172 2.551
8 Cl 2.346 3.734 3.267
9 C 2.865 1.089 3.201
10 Cl 3.648 1.311 4.714
11 C 2.802 -0.180 2.628
12 Cl 3.511 -1.519 3.442
13 C -0.967 -0.170 4.646
14 C -0.869 -1.462 4.147
15 C -0.904 -1.686 2.780
16 C -1.026 -0.599 1.928
17 C -1.130 0.696 2.410
18 C -1.109 0.907 3.779
19 N -0.973 -0.784 0.510
20 N -1.573 -1.774 0.063
21 C -1.437 -1.919 -1.326
22 C -1.979 -3.048 -1.930
23 C -1.818 -3.224 -3.293
24 C -1.120 -2.278 -4.032
25 C -0.595 -1.140 -3.427
26 C -0.748 -0.958 -2.071
27 H -0.925 0.001 5.713
28 H -0.750 -2.298 4.822
29 H -0.804 -2.679 2.365
30 H -1.220 1.525 1.717
31 H -1.186 1.913 4.169
32 H -2.505 -3.770 -1.320
33 H -2.232 -4.097 -3.778
34 H -0.993 -2.416 -5.098
35 H -0.077 -0.402 -4.030
36 O 0.166 3.567 -6.731
37 C 0.143 3.058 -5.651
38 S -1.336 2.545 -4.823
39 C -0.568 2.062 -3.317
40 C 0.818 2.091 -3.293
41 S 1.747 1.317 -2.109
42 S 1.616 2.811 -4.669
43 S -1.486 1.538 -2.018

# 2
DFT (ωB97M-V with the def2-TZVPD basis set) results for one molecule with the formula C22H12Cl3NO4.

The HOMO energy comes out at -0.30843 Ha. Its spin multiplicity is 1. The calculation puts the HOMO-LUMO gap at 7.92 eV. As for the total charge: 0. As for the molar mass: 460.7 g/mol. Its total energy is -2581.9147 a.u.

Element x y z (Å)
1 O 0.261 -4.038 -0.091
2 C -0.234 -2.977 0.229
3 N -1.541 -2.721 -0.062
4 C -2.332 -1.573 0.098
5 C -3.659 -1.723 0.489
6 C -4.502 -0.642 0.650
7 C -4.039 0.652 0.426
8 C -2.701 0.832 0.005
9 C -1.865 -0.278 -0.178
10 O -0.592 -0.142 -0.622
11 C -0.085 1.078 -0.843
12 C -0.805 2.214 -0.677
13 C -2.183 2.176 -0.251
14 O -2.873 3.189 -0.107
15 H -0.373 3.177 -0.889
16 C 1.322 1.087 -1.270
17 C 2.171 2.084 -0.786
18 C 3.496 2.138 -1.166
19 C 4.003 1.191 -2.042
20 C 3.182 0.191 -2.529
21 C 1.851 0.133 -2.143
22 Cl 0.866 -1.123 -2.802
23 H 3.566 -0.553 -3.209
24 H 5.039 1.226 -2.342
25 H 4.136 2.912 -0.772
26 H 1.780 2.806 -0.087
27 O -4.855 1.686 0.604
28 H -4.347 2.514 0.387
29 H -5.526 -0.778 0.955
30 H -4.031 -2.719 0.676
31 H -2.023 -3.526 -0.445
32 C 0.541 -1.932 0.960
33 C 1.868 -1.754 0.587
34 C 2.641 -0.784 1.200
35 C 2.086 0.013 2.198
36 C 0.781 -0.209 2.615
37 C 0.013 -1.184 2.007
38 H -0.995 -1.356 2.351
39 H 0.374 0.390 3.414
40 Cl 3.016 1.267 2.921
41 Cl 4.280 -0.569 0.727
42 H 2.287 -2.376 -0.188

# 3
DFT (ωB97M-V with the def2-TZVPD basis set) results for C22H13Cl3GeN6NiO4S2 as an isolated structure.

The HOMO energy (spin up / spin down) comes out at -0.41706 / -0.38774 Ha. Its spin multiplicity is 2. The calculation puts the HOMO-LUMO gap (spin up / spin down) at 7.83 / 7.03 eV. As for the total charge: +1. As for the molar mass: 727.2 g/mol. Its total energy is -7237.7811 a.u. For the energy above the lowest of the compared OMol25 structures with the same formula, charge and spin, the calculation gives 0.00 kJ/mol.

Element x y z (Å)
1 Ni 0.296 -0.396 1.060
2 S -3.520 -2.006 -5.146
3 N -4.019 -1.871 -3.622
4 C -2.947 -1.653 -2.884
5 C -2.930 -1.463 -1.443
6 C -4.075 -1.490 -0.646
7 C -3.938 -1.309 0.711
8 C -2.663 -1.119 1.240
9 N -1.575 -1.075 0.490
10 C -1.698 -1.233 -0.835
11 C -0.464 -1.132 -1.627
12 N 0.661 -0.816 -0.959
13 C 1.802 -0.758 -1.630
14 C 1.892 -0.995 -2.998
15 C 0.742 -1.277 -3.699
16 C -0.467 -1.345 -3.005
17 C -1.746 -1.608 -3.644
18 N -1.937 -1.796 -4.935
19 H -5.042 -1.636 -1.108
20 H -4.798 -1.310 1.366
21 H -2.525 -0.973 2.304
22 H 2.691 -0.523 -1.058
23 H 2.853 -0.946 -3.492
24 H 0.745 -1.446 -4.768
25 Cl 3.541 -1.715 3.344
26 Ge 4.211 0.119 2.566
27 Cl 3.703 1.520 4.090
28 Cl 6.287 -0.008 2.480
29 O 4.022 1.613 1.081
30 C 2.816 1.326 0.943
31 O 2.378 0.254 1.501
32 C 1.908 2.159 0.152
33 C 2.404 2.983 -0.854
34 C 1.530 3.690 -1.659
35 C 0.161 3.565 -1.478
36 C -0.313 2.752 -0.465
37 C 0.541 2.054 0.373
38 N -1.774 2.607 -0.300
39 O -2.163 1.775 0.495
40 O -2.488 3.315 -0.977
41 H 3.475 3.064 -0.992
42 H 1.913 4.343 -2.432
43 H -0.544 4.090 -2.107
44 H 0.145 1.541 1.261
45 S 0.302 -0.751 5.604
46 C 0.160 -2.267 4.838
47 C 0.023 -2.101 3.501
48 N 0.009 -0.787 3.080
49 C 0.155 0.019 4.098
50 H 0.191 -3.189 5.397
51 H -0.096 -2.891 2.776
52 H 0.164 1.096 4.011

# 4
DFT (ωB97M-V with the def2-TZVPD basis set) results for C22H13F4N5O5Rb as an isolated structure.

The HOMO energy (spin up / spin down) comes out at -0.20894 / -0.18710 Ha. Its spin multiplicity is 1. The calculation puts the HOMO-LUMO gap (spin up / spin down) at 5.68 / 5.24 eV. As for the total charge: -1. As for the molar mass: 588.8 g/mol. Its total energy is -1919.7180 a.u. For the energy above the lowest of the compared OMol25 structures with the same formula, charge and spin, the calculation gives 57.43 kJ/mol.

Element x y z (Å)
1 Rb 1.150 1.911 -1.478
2 O -1.518 7.244 -2.050
3 C -0.802 6.099 -2.114
4 O -1.186 5.133 -2.708
5 C 0.499 6.246 -1.371
6 O 1.211 5.057 -1.436
7 C 2.519 5.212 -0.845
8 C 3.072 3.776 -0.774
9 O 3.455 3.298 -1.858
10 O 2.869 3.168 0.297
11 H -2.337 7.087 -2.549
12 H 0.265 6.537 -0.336
13 H 1.047 7.087 -1.822
14 H 2.417 5.644 0.154
15 H 3.123 5.859 -1.489
16 F 0.390 -3.326 -1.148
17 C 0.738 -3.919 0.011
18 C -0.166 -4.766 0.579
19 F -1.349 -4.922 -0.041
20 C 0.101 -5.509 1.760
21 C 1.412 -5.303 2.268
22 C 2.312 -4.450 1.701
23 F 3.507 -4.319 2.297
24 C 2.027 -3.668 0.550
25 C 2.927 -2.733 -0.006
26 C 2.494 -1.743 -0.923
27 N 2.140 -0.914 -1.643
28 C 4.304 -2.668 0.335
29 N 5.433 -2.625 0.555
30 F 1.785 -5.956 3.382
31 C -0.836 -6.367 2.363
32 C -0.540 -7.181 3.490
33 N -0.371 -7.873 4.395
34 C -2.178 -6.497 1.914
35 N -3.277 -6.649 1.601
36 C -0.521 -0.696 0.476
37 C -1.742 0.055 0.114
38 C -3.103 -0.403 0.297
39 C -3.893 0.607 -0.151
40 C -2.992 1.639 -0.605
41 C -3.368 2.964 -1.147
42 N -1.704 1.277 -0.445
43 H -0.745 -1.498 1.180
44 H 0.230 -0.038 0.918
45 H -0.080 -1.143 -0.415
46 H -3.392 -1.353 0.715
47 H -4.968 0.658 -0.175
48 H -4.429 3.011 -1.389
49 H -2.777 3.208 -2.026
50 H -3.150 3.740 -0.407